{"formula": "C56H143BN13O21", "method": "ωB97M-V/def2-TZVPD", "elements": ["O", "C", "O", "B", "O", "C", "O", "O", "C", "O", "C", "O", "O", "C", "C", "C", "O", "C", "N", "H", "H", "H", "H", "H", "H", "H", "H", "H", "H", "H", "C", "C", "C", "O", "C", "N", "H", "H", "H", "H", "H", "H", "H", "H", "H", "H", "H", "C", "C", "C", "O", "C", "N", "H", "H", "H", "H", "H", "H", "H", "H", "H", "H", "H", "C", "C", "C", "O", "C", "N", "H", "H", "H", "H", "H", "H", "H", "H", "H", "H", "H", "C", "C", "C", "O", "C", "N", "H", "H", "H", "H", "H", "H", "H", "H", "H", "H", "H", "C", "C", "C", "O", "C", "N", "H", "H", "H", "H", "H", "H", "H", "H", "H", "H", "H", "C", "C", "C", "O", "C", "N", "H", "H", "H", "H", "H", "H", "H", "H", "H", "H", "H", "C", "C", "C", "O", "C", "N", "H", "H", "H", "H", "H", "H", "H", "H", "H", "H", "H", "C", "C", "C", "O", "C", "N", "H", "H", "H", "H", "H", "H", "H", "H", "H", "H", "H", "C", "C", "C", "O", "C", "N", "H", "H", "H", "H", "H", "H", "H", "H", "H", "H", "H", "C", "C", "C", "O", "C", "N", "H", "H", "H", "H", "H", "H", "H", "H", "H", "H", "H", "C", "C", "C", "O", "C", "N", "H", "H", "H", "H", "H", "H", "H", "H", "H", "H", "H", "C", "C", "C", "O", "C", "N", "H", "H", "H", "H", "H", "H", "H", "H", "H", "H", "H"], "coordinates": [[-21.78333, -12.08311, -2.14251], [-22.33358, -13.00533, -1.45775], [-21.82608, -14.09592, -0.91543], [-22.86017, -14.78615, -0.04334], [-23.98945, -13.85009, -0.09691], [-23.75361, -12.84244, -0.88968], [-24.55150, -11.93847, -1.25593], [-22.49023, -14.93098, 1.38610], [-22.87086, -16.10977, 1.82481], [-22.79424, -16.50753, 2.96646], [-23.30175, -16.96472, 0.58113], [-23.22077, -16.15423, -0.52886], [-23.63664, -18.13174, 0.68526], [-16.09563, -7.02882, 1.60974], [-17.37062, -7.59296, 1.00180], [-18.45186, -7.85786, 2.10370], [-18.06877, -9.00657, 2.79735], [-18.98064, -9.38571, 3.74860], [-17.92526, -6.78423, -0.08133], [-15.29137, -6.78869, 0.91432], [-15.61894, -7.62019, 2.39150], [-16.36733, -6.08365, 2.07975], [-17.04757, -8.49414, 0.48060], [-19.45161, -8.17154, 1.80331], [-18.62217, -6.93874, 2.66434], [-18.48652, -10.20476, 4.27119], [-19.96165, -9.66306, 3.36286], [-19.12992, -8.62402, 4.51387], [-17.33241, -6.99156, -0.87231], [-18.70059, -7.37510, -0.34560], [-17.65166, -22.42128, 2.86735], [-16.66858, -22.51189, 4.02463], [-17.13542, -21.77451, 5.31068], [-16.19497, -21.82511, 6.41023], [-14.93568, -21.37115, 6.09714], [-16.39779, -23.94920, 4.27310], [-17.23963, -22.98702, 2.03172], [-17.81239, -21.39123, 2.54915], [-18.60834, -22.88247, 3.11265], [-15.74203, -22.08978, 3.63550], [-18.14605, -22.09740, 5.56061], [-17.20124, -20.70354, 5.11890], [-14.43819, -21.86697, 5.26361], [-14.30137, -21.54854, 6.96564], [-15.02420, -20.32116, 5.81824], [-15.99664, -24.07792, 5.19104], [-17.29498, -24.40114, 4.37742], [-10.69196, -12.73961, 5.28817], [-11.53799, -13.98021, 4.78006], [-12.59214, -13.73245, 3.61921], [-13.23532, -14.98268, 3.38498], [-14.49300, -14.85745, 2.66091], [-10.50872, -14.79796, 4.23023], [-10.28570, -12.22278, 4.41872], [-9.84193, -13.09897, 5.86817], [-11.21979, -12.02510, 5.91983], [-12.05097, -14.42974, 5.63027], [-12.08937, -13.36400, 2.72503], [-13.31309, -12.96862, 3.91057], [-15.24470, -14.29725, 3.21698], [-14.94118, -15.84885, 2.72690], [-14.35529, -14.48039, 1.64753], [-10.13785, -14.36157, 3.39828], [-11.03621, -15.46761, 3.68854], [-31.00255, -20.64880, 11.23536], [-30.70767, -21.63972, 10.15753], [-29.23224, -21.49840, 9.72641], [-28.96136, -22.05093, 8.45466], [-27.61160, -21.87206, 7.96285], [-30.90446, -22.98693, 10.71513], [-31.95501, -20.76320, 11.75287], [-30.94292, -19.63403, 10.84192], [-30.38469, -20.71701, 12.13075], [-31.37926, -21.45266, 9.31964], [-28.48057, -21.87048, 10.42259], [-29.10091, -20.41639, 9.73663], [-27.55490, -22.17026, 6.91598], [-26.95182, -22.48341, 8.57852], [-27.53671, -20.79218, 8.09074], [-31.75738, -22.96857, 11.25576], [-31.23009, -23.60919, 9.98927], [-23.68674, -28.01218, 3.10041], [-23.60247, -29.04872, 4.19920], [-22.64366, -28.71376, 5.39913], [-21.22673, -28.57684, 5.16818], [-20.58131, -29.83324, 4.85721], [-25.00372, -29.26954, 4.61640], [-24.10101, -28.43782, 2.18646], [-22.72546, -27.54964, 2.87654], [-24.30451, -27.11958, 3.19901], [-23.33238, -29.97384, 3.68997], [-22.68101, -29.58557, 6.05232], [-22.95226, -27.80152, 5.90972], [-20.95777, -30.34624, 3.97222], [-20.69380, -30.61171, 5.61180], [-19.52980, -29.55452, 4.78818], [-25.37794, -29.66570, 3.76603], [-24.97598, -30.11888, 5.16227], [-24.64406, -12.54386, 8.26838], [-26.05074, -12.56243, 7.78670], [-26.16800, -11.78082, 6.45836], [-25.98207, -10.41109, 6.64621], [-25.98606, -9.71429, 5.39954], [-26.41816, -13.93277, 7.68999], [-24.38801, -11.50352, 8.46897], [-23.91799, -12.76946, 7.48734], [-24.39754, -13.18600, 9.11395], [-26.74867, -12.19101, 8.53706], [-27.12962, -11.92110, 5.96470], [-25.38612, -12.14399, 5.79139], [-27.00514, -9.57789, 5.03761], [-25.45924, -10.17178, 4.56213], [-25.56938, -8.73285, 5.62596], [-25.71329, -14.38191, 7.12297], [-27.26407, -13.94822, 7.13835], [-24.41889, -18.21397, -10.41755], [-23.25246, -17.25015, -10.63998], [-21.82373, -17.76445, -10.20463], [-21.62152, -17.92141, -8.86383], [-21.54635, -16.71598, -8.03483], [-23.28439, -16.75926, -12.00322], [-25.40350, -17.87896, -10.74376], [-24.31955, -18.59788, -9.40224], [-24.21853, -19.12093, -10.98795], [-23.45903, -16.45561, -9.92295], [-21.06248, -17.03178, -10.47258], [-21.71655, -18.69555, -10.76111], [-21.23710, -17.06681, -7.05027], [-22.49200, -16.17959, -7.95646], [-20.72194, -16.07684, -8.35100], [-23.44467, -17.60121, -12.53758], [-22.31576, -16.55279, -12.20123], [-29.70754, -23.83500, -0.52444], [-30.10805, -24.99861, -1.40575], [-28.95898, -25.40737, -2.39149], [-29.29285, -26.52768, -3.10359], [-28.49858, -26.78525, -4.21546], [-30.44498, -26.12746, -0.58816], [-30.54023, -23.42804, 0.04925], [-29.32371, -22.98536, -1.08911], [-28.90340, -24.08777, 0.16663], [-31.00863, -24.75340, -1.96874], [-28.03524, -25.61474, -1.85130], [-28.76051, -24.51354, -2.98291], [-28.39144, -25.97066, -4.93175], [-28.93796, -27.68761, -4.64064], [-27.49610, -27.01072, -3.85174], [-30.79603, -25.99309, 0.34929], [-29.65938, -26.75769, -0.51239], [-31.71305, -5.13460, -2.12183], [-31.88030, -6.62388, -2.39836], [-31.49156, -7.45905, -1.13372], [-31.57570, -8.84370, -1.39642], [-31.08649, -9.68810, -0.39857], [-33.24542, -6.75931, -2.81485], [-32.21302, -4.60535, -2.93303], [-30.62758, -5.07616, -2.04172], [-32.21211, -4.81830, -1.20586], [-31.24478, -6.87946, -3.24623], [-32.05007, -7.15330, -0.24902], [-30.49513, -7.10719, -0.86647], [-31.47090, -9.35226, 0.56452], [-30.00149, -9.68889, -0.29432], [-31.32725, -10.74603, -0.50311], [-33.34280, -7.76361, -2.85944], [-33.14921, -6.52955, -3.79366], [-20.35147, -18.48065, 11.48343], [-19.14554, -18.58497, 12.47450], [-18.60999, -17.26115, 12.96778], [-18.28469, -16.39831, 11.84326], [-17.38001, -16.92222, 10.84269], [-19.60285, -19.48281, 13.54585], [-20.46868, -19.44820, 10.99536], [-20.12401, -17.92061, 10.57640], [-21.25289, -18.03826, 11.90749], [-18.35315, -19.06282, 11.89839], [-17.68998, -17.40711, 13.53380], [-19.39963, -16.88273, 13.61691], [-16.57221, -17.38890, 11.40640], [-16.94358, -16.14198, 10.21911], [-17.83296, -17.65205, 10.17165], [-20.59322, -19.35042, 13.69332], [-19.58727, -20.39875, 13.12053], [-21.15770, -27.03875, -8.61023], [-22.19585, -25.94603, -8.79369], [-22.00302, -24.83358, -7.76555], [-21.99135, -25.45570, -6.43515], [-22.16863, -24.55807, -5.40888], [-22.28982, -25.58493, -10.17536], [-21.27671, -27.71510, -9.45668], [-21.38143, -27.58514, -7.69398], [-20.12502, -26.71857, -8.74867], [-23.10357, -26.48285, -8.51806], [-22.86497, -24.16640, -7.76378], [-21.12613, -24.20955, -7.93797], [-23.01290, -23.87409, -5.49527], [-21.20992, -24.05145, -5.29784], [-22.19801, -24.97632, -4.40275], [-23.14513, -25.05913, -10.28528], [-22.55238, -26.41567, -10.68630], [-17.12682, -8.31938, -9.33031], [-16.07089, -8.45641, -10.50485], [-15.19737, -7.20735, -10.73329], [-15.95052, -6.12973, -11.27877], [-15.19754, -4.93895, -11.46742], [-15.11015, -9.61053, -10.33443], [-17.56256, -9.31620, -9.39798], [-17.91971, -7.62865, -9.61724], [-16.80728, -8.14031, -8.30371], [-16.58202, -8.72383, -11.42970], [-14.41698, -7.42393, -11.46281], [-14.65383, -6.92381, -9.83203], [-15.75556, -4.12909, -11.93735], [-14.32156, -4.96883, -12.11539], [-14.68920, -4.58340, -10.57117], [-15.68384, -10.43954, -10.27348], [-14.78497, -9.47846, -9.38737], [-28.62542, -11.80733, -7.26377], [-28.62591, -13.38220, -7.48966], [-28.78829, -14.16893, -6.18526], [-28.83246, -15.59552, -6.32419], [-28.84838, -16.09106, -5.00368], [-29.68347, -13.86618, -8.39055], [-28.45367, -11.24313, -8.18044], [-27.72373, -11.69919, -6.66096], [-29.44128, -11.39740, -6.66845], [-27.66305, -13.57154, -7.96416], [-29.70693, -13.79459, -5.73351], [-28.04249, -13.63862, -5.59311], [-29.85731, -16.10189, -4.59130], [-28.23588, -15.64341, -4.22102], [-28.62959, -17.15887, -4.99993], [-29.56357, -14.86904, -8.39130], [-29.39533, -13.64017, -9.33183]], "forces_ev_per_a": [[-1.633, -4.280, 2.368], [1.633, 4.013, -1.107], [0.046, -0.398, -0.149], [0.220, 0.245, -0.260], [-0.784, 0.084, 0.119], [-2.605, 2.721, -2.419], [2.519, -3.003, 1.691], [0.122, 0.279, -0.603], [0.630, -0.861, 0.648], [-0.316, 0.401, -1.198], [-0.501, -0.673, 0.109], [0.084, -0.699, 1.817], [0.580, 2.183, -1.007], [-0.122, 1.128, 0.580], [0.355, -1.009, 0.294], [0.233, -0.604, -1.453], [1.541, 0.556, 0.064], [0.177, -0.535, 1.495], [-0.305, 0.057, 0.007], [-0.262, -0.152, -0.461], [-0.437, -0.424, -0.060], [0.112, 0.267, 0.112], [-0.363, -0.912, 0.806], [-0.299, 0.703, -1.361], [0.438, 0.063, 0.699], [-0.500, -0.340, -0.017], [-0.072, -0.190, -0.290], [-0.117, 0.413, 0.066], [0.515, 0.604, -0.295], [-0.900, 0.359, -0.190], [0.003, 0.011, 0.145], [0.076, -0.567, 0.429], [1.205, 0.950, -0.815], [-2.005, -1.965, -0.112], [0.721, 0.490, -0.272], [-0.262, 0.369, 0.053], [0.020, 0.076, -0.039], [-0.081, -0.021, 0.040], [-0.156, 0.096, 0.103], [0.104, 0.189, 0.293], [0.312, -0.356, 0.681], [-0.312, 0.277, -0.539], [-0.142, -0.327, -0.174], [-0.079, 0.406, 0.072], [0.487, 0.424, 0.152], [0.434, 0.205, 0.211], [-0.334, -0.254, -0.226], [-1.169, -0.262, -0.259], [0.295, 2.670, -0.600], [0.125, 0.142, 1.722], [-0.785, 0.749, -0.521], [0.524, -0.801, 1.255], [0.119, -2.269, -0.933], [-0.019, 0.157, -0.033], [-0.125, -0.255, -0.078], [-0.246, 0.021, -0.170], [0.095, -0.325, -0.155], [0.243, -0.034, -0.209], [-0.301, 0.045, 0.103], [0.343, 0.798, 0.039], [0.345, -0.209, -0.726], [-0.050, -0.108, 0.026], [0.679, 1.071, 0.182], [-0.083, -1.392, 0.358], [-0.183, 1.011, 1.120], [1.005, -1.413, 0.406], [0.053, 0.796, -0.618], [-0.731, -0.878, -0.666], [-1.846, 0.520, 1.181], [-0.839, -0.374, -0.170], [-0.617, -0.154, -0.754], [-0.027, 0.068, 0.156], [0.885, -0.110, -0.358], [0.211, 0.111, -0.324], [-0.444, -0.378, 0.611], [0.472, 0.482, -0.510], [-0.203, 0.036, 0.178], [0.415, 0.310, -0.033], [1.329, 0.059, -0.312], [-0.105, 0.231, 0.652], [0.628, -0.316, -0.562], [0.668, 1.104, -0.925], [0.092, 0.928, -0.347], [0.170, -0.878, -0.405], [-0.712, -0.963, -0.915], [-0.103, 0.836, 0.227], [0.512, -0.538, 0.509], [0.297, -0.333, -0.144], [0.342, -0.471, -0.214], [-0.397, -0.197, 1.108], [0.977, -0.104, 0.207], [-0.653, 0.051, 0.564], [-0.132, -0.119, -0.060], [0.076, 0.558, -0.524], [-0.118, 0.296, 0.746], [-0.069, -0.354, -0.289], [-0.757, 0.352, -0.371], [-0.191, -0.167, 0.831], [1.391, 1.497, 0.238], [-0.184, 0.483, 0.146], [0.034, -0.385, 0.428], [0.463, 0.560, -0.517], [-0.404, 0.589, 0.682], [-0.596, -1.044, -0.974], [0.135, 0.052, 0.556], [-0.208, -0.482, -0.383], [-0.430, 0.129, 0.088], [0.174, 0.815, 0.023], [-0.367, -0.419, 0.021], [0.108, -0.340, -0.262], [-0.308, 0.025, 0.082], [0.485, -0.387, 0.348], [0.033, -0.031, -0.243], [0.083, -0.500, -0.178], [-0.395, -0.574, -0.071], [1.540, -1.225, -0.071], [-0.418, 0.529, 1.655], [-1.384, 0.982, -1.234], [-0.380, -0.204, 2.542], [0.403, -1.343, -0.446], [0.575, -0.407, 0.160], [0.169, 0.404, 0.498], [-0.736, 0.356, 0.268], [0.010, -0.240, -0.470], [-0.001, 0.640, -0.269], [-0.011, 0.245, -1.142], [0.644, -0.336, 0.348], [-0.331, -0.127, -0.029], [0.069, -0.019, -0.166], [-0.146, 0.244, -0.480], [-0.235, -0.079, -0.626], [0.223, 0.579, -0.526], [0.530, 1.013, -0.294], [0.617, -0.201, 0.205], [-0.598, 1.371, 1.463], [-1.450, -0.127, -0.552], [0.523, -0.777, 0.425], [0.010, -1.884, 0.249], [-0.133, -0.289, 0.061], [-0.021, 0.116, -0.282], [-0.064, -0.301, 0.067], [0.139, 0.269, -0.414], [0.280, 0.132, 0.545], [-0.005, 0.023, -0.591], [-0.442, 0.189, -0.085], [0.254, 0.182, -0.425], [0.427, -0.202, -0.207], [-0.029, 0.647, -0.165], [-0.031, -0.159, 0.002], [0.661, -0.960, 0.241], [0.207, 0.578, 1.635], [0.169, 0.773, -0.910], [-0.210, 0.050, -0.882], [0.458, 0.166, 1.259], [-0.518, -1.398, -0.350], [0.660, 0.293, -0.102], [0.023, 1.292, -0.099], [0.114, -0.179, 0.127], [0.637, -0.299, 0.272], [-0.799, -0.176, -0.018], [0.652, -0.460, -0.173], [-0.163, -0.113, 0.311], [0.320, 0.393, -0.293], [-0.570, 0.250, -0.621], [-0.821, -0.534, 0.002], [-0.812, 0.319, -0.402], [1.409, 0.559, -1.006], [-1.533, -0.483, -1.238], [0.438, -0.459, -1.316], [-0.610, 0.356, -0.132], [-0.173, -0.280, 1.504], [0.829, -0.193, 0.130], [-0.637, -0.410, 0.717], [0.186, 0.734, 0.200], [-0.030, -0.361, 0.154], [0.110, -0.319, 0.269], [-0.022, -0.147, 0.322], [0.248, 0.997, -0.237], [0.359, -0.292, -0.290], [-0.395, 0.372, 0.379], [-0.210, -0.088, 0.098], [-0.170, 0.412, 0.194], [0.204, -0.399, 0.247], [0.106, -0.302, -0.805], [0.195, -1.512, 1.534], [-0.778, -0.223, 0.935], [-0.448, -0.937, -1.999], [1.396, 1.085, 1.179], [-0.293, 1.047, -0.765], [-0.241, -0.401, 0.045], [0.584, 0.128, 0.001], [0.067, 0.285, 0.642], [-0.500, 0.269, 0.467], [-0.174, 0.215, -0.226], [0.357, -0.196, 0.041], [-0.017, 0.110, -0.337], [-0.059, 1.154, -0.192], [-0.600, -1.040, -0.302], [-0.064, 0.737, -0.081], [0.468, -0.412, -0.135], [0.199, -0.937, -1.935], [0.796, 0.276, 0.692], [0.035, -0.074, -0.938], [0.046, 0.744, 0.127], [0.759, 0.186, 0.007], [-0.874, 1.290, 0.478], [-0.445, -0.046, 0.605], [0.148, 0.194, 0.119], [0.495, 0.119, -0.278], [-0.350, 0.519, 0.023], [0.131, -0.454, -0.105], [-0.223, 0.193, 0.477], [-0.706, -0.321, 0.471], [0.107, -1.143, -0.660], [-0.632, 0.081, 0.697], [-0.055, -0.328, -0.089], [0.567, -0.299, 0.311], [0.663, -1.811, 0.600], [-1.056, 0.390, -0.690], [-0.389, 2.088, -0.958], [1.308, 1.909, 1.045], [-0.987, -1.899, 0.711], [0.278, 0.225, -0.299], [-0.285, -0.201, -0.055], [0.131, 0.504, 0.093], [-0.264, -0.226, -0.300], [0.418, -0.248, 0.306], [-0.545, -0.324, -0.001], [0.843, -1.385, 0.834], [-0.430, 0.510, -0.075], [0.487, 0.522, -0.620], [0.442, -0.013, -0.394], [-0.371, -0.441, 0.178], [-0.226, 0.403, -0.363]], "lowdin_charge": [0.0599, -0.3395, 0.2085, -0.8117, 0.2287, -0.3627, 0.0720, 0.2213, -0.3948, 0.1235, -0.3232, 0.1956, 0.1222, -0.0707, -0.4320, -0.1960, -0.1839, -0.1412, 0.0242, 0.0707, 0.0762, 0.0735, 0.1294, 0.1184, 0.1260, 0.0939, 0.0927, 0.0866, 0.0661, 0.0660, -0.0712, -0.4442, -0.1583, -0.1960, -0.1505, 0.0390, 0.0789, 0.0819, 0.0770, 0.1164, 0.1270, 0.1169, 0.0772, 0.0940, 0.0916, 0.0584, 0.0619, -0.0638, -0.4012, -0.1991, -0.2117, -0.0767, 0.0055, 0.0657, 0.0669, 0.0626, 0.1339, 0.1181, 0.1151, 0.0821, 0.0847, 0.0883, 0.0700, 0.0597, -0.0932, -0.4265, -0.2247, -0.2141, -0.0669, 0.0325, 0.0739, 0.0820, 0.0853, 0.1399, 0.1273, 0.1080, 0.0867, 0.0841, 0.0849, 0.0541, 0.0667, -0.0809, -0.4319, -0.1630, -0.1940, -0.1017, 0.0224, 0.0723, 0.0763, 0.0784, 0.1193, 0.1066, 0.1299, 0.0761, 0.0772, 0.0889, 0.0639, 0.0603, -0.0787, -0.4766, -0.2251, -0.1814, -0.1011, 0.0296, 0.0782, 0.0840, 0.0837, 0.1404, 0.1214, 0.1247, 0.0810, 0.0884, 0.0866, 0.0763, 0.0686, -0.0625, -0.4536, -0.2375, -0.1887, -0.0519, 0.0400, 0.0813, 0.0793, 0.0675, 0.1125, 0.1139, 0.1265, 0.0884, 0.0826, 0.0840, 0.0614, 0.0567, -0.0809, -0.4313, -0.2333, -0.1799, -0.1132, 0.0231, 0.0757, 0.0722, 0.0799, 0.1311, 0.1279, 0.1231, 0.0884, 0.0934, 0.0851, 0.0704, 0.0683, -0.0758, -0.4658, -0.1933, -0.1760, -0.1222, 0.0270, 0.0753, 0.0773, 0.0787, 0.1351, 0.1247, 0.1194, 0.0825, 0.0872, 0.0881, 0.0660, 0.0721, -0.0601, -0.4449, -0.1763, -0.2039, -0.0940, 0.0277, 0.0757, 0.0618, 0.0812, 0.1215, 0.1186, 0.1253, 0.0843, 0.0861, 0.0743, 0.0590, 0.0639, -0.0665, -0.4778, -0.1457, -0.1959, -0.1541, 0.0325, 0.0678, 0.0807, 0.0835, 0.1310, 0.1144, 0.1291, 0.0892, 0.0868, 0.0855, 0.0704, 0.0691, -0.0474, -0.3821, -0.2174, -0.1766, -0.1278, 0.0222, 0.0615, 0.0701, 0.0731, 0.1313, 0.1160, 0.1216, 0.0848, 0.0751, 0.0801, 0.0574, 0.0583, -0.0474, -0.4214, -0.2293, -0.1463, -0.1348, 0.0244, 0.0674, 0.0661, 0.0711, 0.1262, 0.1272, 0.1210, 0.0832, 0.0926, 0.0846, 0.0546, 0.0608], "max_force_ev_per_a": 5.16, "orbital_gap_ev": 9.05, "relative_energy_ev": 8.146, "spin_multiplicity": 1, "lumo_energy_ev": 1.603, "charge": -1}